(1)
DFT (ωB97M-V with the def2-TZVPD basis set) results for a cluster of 5 separate species, C5H20N2O5 in total.

The geometry in ORCA input format:
```
! wB97M-V def2-TZVPD RIJCOSX def2/J DEFGRID3
* xyz 1 2
C -2.047 0.555 -1.168
N -1.872 1.169 0.009
C -1.290 1.379 2.366
C -1.223 0.480 1.143
C 0.250 0.133 0.801
N 0.362 -1.264 0.413
C 1.737 -1.671 0.138
O -1.569 -0.557 -1.413
H -2.602 1.119 -1.926
H -2.317 2.050 0.230
H -0.702 2.295 2.242
H -2.303 1.657 2.628
H -0.816 0.847 3.199
H -1.775 -0.453 1.293
H 0.854 0.276 1.705
H 0.640 0.818 0.042
H -0.234 -1.405 -0.434
H 2.216 -1.010 -0.615
H 2.290 -1.614 1.083
H 1.698 -2.708 -0.205
H -0.592 -0.492 -2.911
H 0.518 -0.911 -3.917
O -0.055 -0.182 -3.665
H 0.234 1.771 -1.454
H 0.676 1.131 -2.835
O 0.932 1.775 -2.133
H 2.170 0.913 -1.274
H 3.668 0.953 -0.795
O 2.872 0.428 -0.786
H -0.706 -3.222 3.041
H -0.312 -2.008 2.178
O -0.700 -2.254 3.019
*
```

Calculated values
E_tot = -18719.1972 eV
relative energy (zero: lowest compared OMol25 entry of this formula, charge and spin) = 81.6 kJ/mol
orbital gap (spin up / spin down) = 12.1 / 6.9 eV

(2)
DFT (ωB97M-V with the def2-TZVPD basis set) results for a cluster of 3 separate species, C5H20N3O2 in total.

The geometry in ORCA input format:
```
! wB97M-V def2-TZVPD RIJCOSX def2/J DEFGRID3
* xyz 1 1
N 0.303 -1.291 -1.121
C -0.001 -0.146 -0.050
C -0.325 -0.977 1.326
C -1.494 -0.186 1.832
N -0.982 0.848 2.907
C 1.204 0.751 -0.154
N 1.084 2.216 0.168
C 0.022 2.798 -0.650
H 0.487 -0.713 -1.970
H 3.407 -0.426 -1.184
H -0.470 -1.928 -1.273
H -0.935 0.202 -0.471
H -0.651 -1.989 1.187
H 0.412 -1.259 2.127
H -1.976 0.510 1.005
H -2.256 -0.963 2.211
H -0.213 0.493 3.457
H -1.677 0.943 3.544
H 1.646 0.852 -1.159
H 2.049 0.483 0.446
H 0.919 2.366 1.090
H -0.071 2.388 -1.712
H -0.997 2.739 -0.219
H 0.109 3.940 -0.739
H -2.188 -2.246 -2.937
H -2.973 -2.105 -1.849
O -2.145 -2.160 -1.957
H 1.061 -1.988 -0.893
H 3.665 -1.854 -1.684
O 2.986 -1.298 -1.278
*
```

Calculated values
E_tot = -14065.7538 eV
relative energy (zero: lowest compared OMol25 entry of this formula, charge and spin) = 333.2 kJ/mol
orbital gap = 9.4 eV

(3)
DFT (ωB97M-V with the def2-TZVPD basis set) results for a structure of composition C5H20NNiO8.

The geometry in ORCA input format:
```
! wB97M-V def2-TZVPD RIJCOSX def2/J DEFGRID3
* xyz 0 4
Ni -0.197 0.011 0.193
N 2.836 1.443 0.693
O 3.268 1.210 1.789
O 3.522 2.036 -0.130
O 1.652 1.185 0.396
C 1.336 -1.722 2.431
O 0.162 -1.061 2.032
H 2.044 -1.838 1.610
H 1.920 -1.157 3.157
H 1.205 -2.744 2.785
H -0.522 -1.424 2.599
C -1.528 2.047 2.236
O -1.556 1.393 1.011
H -2.418 1.831 2.826
H -0.631 1.721 2.764
H -1.566 3.135 2.173
H -2.215 1.895 0.525
C 1.318 -0.929 -2.301
O 0.909 -1.248 -0.970
H 2.152 -1.618 -2.433
H 0.595 -1.090 -3.100
H 1.769 0.062 -2.340
H 1.014 -2.199 -0.903
C -0.354 2.333 -2.025
O -0.692 1.038 -1.605
H -1.195 2.864 -2.471
H 0.015 2.997 -1.243
H 0.373 2.254 -2.834
H -1.161 0.723 -2.381
C -1.908 -2.420 -1.005
O -1.777 -1.321 -0.097
H -2.844 -2.351 -1.558
H -1.125 -2.322 -1.757
H -1.803 -3.363 -0.469
H -2.597 -1.372 0.400
*
```

Calculated values
E_tot = -64413.9504 eV
orbital gap (spin up / spin down) = 3.3 / 8.4 eV

(4)
DFT (ωB97M-V with the def2-TZVPD basis set) results for a cluster of 5 separate species, C5H20NO5S in total.

The geometry in ORCA input format:
```
! wB97M-V def2-TZVPD RIJCOSX def2/J DEFGRID3
* xyz -1 1
C 2.023 0.187 0.744
N 2.396 -1.213 0.398
C 1.683 -2.292 1.058
O 0.726 -2.853 0.172
C 1.118 0.831 -0.333
C -0.150 1.485 0.260
C -0.754 1.126 1.620
S -1.623 2.483 2.425
H 2.977 0.680 0.923
H 1.473 -0.005 1.662
H 2.298 -1.339 -0.585
H 2.336 -3.135 1.294
H 1.110 -1.859 1.881
H 1.001 0.123 -1.144
H 1.702 1.679 -0.692
H -0.960 1.333 -0.447
H 0.012 2.553 0.230
H -0.098 0.724 2.389
H -1.412 0.274 1.428
H -2.044 3.064 1.290
H -3.001 0.444 -1.194
H -3.270 0.250 0.244
O -3.378 0.921 -0.441
H -0.782 -1.166 -1.123
H -1.754 -1.140 -2.132
O -1.653 -0.734 -1.257
H 0.228 -2.695 -2.808
H 0.697 -2.492 -0.775
O 0.756 -2.077 -2.296
H 0.271 -0.053 -3.803
H 1.339 -0.720 -2.980
O 1.159 0.136 -3.491
*
```

Calculated values
E_tot = -28072.5100 eV
relative energy (zero: lowest compared OMol25 entry of this formula, charge and spin) = 191.9 kJ/mol
orbital gap = 8.0 eV

(5)
DFT (ωB97M-V with the def2-TZVPD basis set) results for a cluster of 6 separate species, C5H20NO6 in total.

The geometry in ORCA input format:
```
! wB97M-V def2-TZVPD RIJCOSX def2/J DEFGRID3
* xyz 1 1
O -2.425 -0.010 2.479
C -2.318 1.205 2.508
C -2.351 1.852 1.198
C -2.140 0.945 -0.039
C -0.777 0.533 -0.389
C -0.520 -0.109 -1.519
N 0.867 -0.502 -1.672
H -2.122 1.847 3.447
H -3.398 2.344 1.096
H -1.589 2.592 1.045
H -2.668 0.019 0.275
H -2.785 1.231 -0.920
H -0.049 0.912 0.409
H -1.215 -0.256 -2.335
H 1.203 0.330 -2.189
H 0.986 -1.309 -2.297
H 1.378 -0.637 -0.746
H 2.279 -0.194 1.688
H 1.346 -1.435 1.656
O 1.678 -0.667 1.161
H 1.906 1.858 -4.106
H 2.561 0.604 -4.147
O 2.072 1.171 -3.467
H 0.786 -4.276 1.467
H 1.073 -3.317 2.799
O 1.102 -3.523 1.904
H 1.331 -3.489 -1.177
H 1.146 -3.576 -2.828
O 1.525 -3.023 -2.077
H 0.956 2.624 1.856
H -0.036 3.551 2.574
O 0.198 2.704 2.346
*
```

Calculated values
E_tot = -19276.2594 eV
relative energy (zero: lowest compared OMol25 entry of this formula, charge and spin) = 326.9 kJ/mol
orbital gap = 9.5 eV

(6)
DFT (ωB97M-V with the def2-TZVPD basis set) results for a cluster of 5 separate species, C5H20O5 in total.

The geometry in ORCA input format:
```
! wB97M-V def2-TZVPD RIJCOSX def2/J DEFGRID3
* xyz 0 1
C -1.500 -0.894 3.705
O -0.168 -0.764 4.169
H -1.445 -1.512 2.841
H -2.157 -1.333 4.436
H -2.000 0.043 3.444
H 0.071 -0.223 4.921
C -3.398 1.596 0.374
O -2.293 2.407 0.637
H -3.413 1.310 -0.710
H -3.344 0.617 0.920
H -4.297 2.177 0.583
H -1.589 2.165 0.059
C 0.014 0.158 0.590
O 0.001 0.996 -0.535
H 1.048 -0.187 0.768
H -0.208 0.761 1.476
H -0.730 -0.634 0.420
H 0.882 1.000 -0.919
C 2.435 0.909 -3.179
O 2.641 0.673 -1.809
H 1.798 1.772 -3.208
H 3.339 1.148 -3.669
H 2.000 0.108 -3.749
H 3.036 -0.202 -1.711
C 1.234 -2.030 -1.914
O 2.604 -1.828 -1.444
H 0.714 -1.164 -1.522
H 1.323 -2.135 -2.990
H 0.849 -2.936 -1.504
H 2.551 -1.997 -0.482
*
```

Calculated values
E_tot = -15744.2627 eV
relative energy (zero: lowest compared OMol25 entry of this formula, charge and spin) = 198.9 kJ/mol
orbital gap = 10.5 eV
SMILES = CO.CO.CO.CO.CO

(7)
DFT (ωB97M-V with the def2-TZVPD basis set) results for a cluster of 5 separate species, C5H20O5 in total.

The geometry in ORCA input format:
```
! wB97M-V def2-TZVPD RIJCOSX def2/J DEFGRID3
* xyz 0 1
C 2.162 15.149 -1.177
O 2.877 15.852 -2.192
H 2.892 14.620 -0.573
H 1.586 15.836 -0.545
H 1.390 14.499 -1.595
H 2.239 16.023 -2.891
C 5.668 13.224 -2.504
O 6.993 13.700 -2.546
H 5.008 14.002 -2.120
H 5.278 12.926 -3.475
H 5.565 12.424 -1.767
H 7.541 13.081 -3.044
C 6.775 10.867 -5.266
O 7.970 11.413 -4.692
H 5.826 11.391 -5.147
H 7.010 10.818 -6.329
H 6.592 9.901 -4.792
H 8.712 11.298 -5.282
C 2.842 10.226 -0.052
O 2.172 9.272 -0.840
H 2.160 10.701 0.668
H 3.658 9.829 0.563
H 3.237 11.047 -0.647
H 1.822 8.593 -0.259
C 8.159 15.499 0.602
O 8.384 15.555 -0.780
H 8.212 14.479 1.005
H 8.926 16.044 1.154
H 7.197 15.931 0.902
H 7.744 14.971 -1.215
*
```

Calculated values
E_tot = -15744.1574 eV
relative energy (zero: lowest compared OMol25 entry of this formula, charge and spin) = 209.0 kJ/mol
orbital gap = 10.2 eV
SMILES = CO.CO.CO.CO.CO

(8)
DFT (ωB97M-V with the def2-TZVPD basis set) results for a structure of composition C5H21N2O5.

The geometry in ORCA input format:
```
! wB97M-V def2-TZVPD RIJCOSX def2/J DEFGRID3
* xyz -1 1
C 0.231 -1.296 -0.071
N -0.358 -1.935 -1.227
C -1.825 -1.765 -1.468
O -2.401 -0.955 -0.450
C 1.273 -0.249 -0.524
C 1.772 0.219 0.844
C 2.803 1.354 0.684
N 0.751 0.859 -1.336
H -0.860 -0.689 0.371
H 0.364 -1.947 0.796
H 0.116 -1.680 -2.050
H -1.957 -1.211 -2.411
H -2.428 -2.728 -1.396
H 1.978 -0.838 -1.147
H 2.240 -0.572 1.419
H 1.086 0.642 1.602
H 3.621 0.898 0.083
H 3.445 1.369 1.580
H 2.329 2.280 0.377
H 1.085 0.844 -2.271
H -0.243 1.000 -1.286
H 2.472 -2.651 1.399
H 2.582 -2.376 -0.131
O 3.022 -2.753 0.624
H -2.687 2.059 0.076
H -2.249 3.264 0.909
O -2.740 2.437 0.968
H -2.667 1.006 -2.355
H -2.412 0.184 -0.896
O -2.531 1.296 -1.461
H -2.420 1.190 3.448
H -1.875 1.586 2.240
O -1.517 1.158 3.059
*
```

Calculated values
E_tot = -18742.4831 eV
relative energy (zero: lowest compared OMol25 entry of this formula, charge and spin) = 257.1 kJ/mol
orbital gap = 7.9 eV

(9)
DFT (ωB97M-V with the def2-TZVPD basis set) results for a cluster of 6 separate species, C5H21O6S2 in total.

The geometry in ORCA input format:
```
! wB97M-V def2-TZVPD RIJCOSX def2/J DEFGRID3
* xyz -1 1
C 1.406 1.232 -0.236
C 0.717 2.600 -0.102
O 0.031 2.851 -1.397
C 2.351 0.808 0.893
S 1.725 0.217 2.440
S -0.234 0.297 2.439
C -0.953 -1.004 1.361
C -2.497 -0.770 1.180
H 0.652 0.502 -0.532
H 1.977 1.188 -1.174
H 1.423 3.495 0.027
H 0.044 2.673 0.691
H 2.872 0.083 0.307
H 3.167 1.524 0.918
H -0.443 -0.932 0.470
H -0.846 -2.125 1.939
H -3.116 -0.713 2.235
H -2.695 0.082 0.574
H -2.854 -1.676 0.626
H 0.310 2.277 -2.143
H -1.611 1.519 -2.853
O -2.532 1.284 -2.781
H 1.014 -2.029 -2.109
H 1.194 -1.779 -0.649
O 1.794 -1.688 -1.414
H -0.885 -3.348 0.320
H -1.413 -2.972 -1.065
O -1.662 -3.500 -0.169
H -0.284 -0.494 -2.304
H -1.190 -2.413 -2.781
O -0.607 -2.037 -2.050
H 0.331 0.553 -3.376
H -2.534 0.487 -2.235
O -0.164 0.424 -2.629
*
```

Calculated values
E_tot = -39480.7447 eV
relative energy (zero: lowest compared OMol25 entry of this formula, charge and spin) = 184.2 kJ/mol
orbital gap = 8.6 eV

(10)
DFT (ωB97M-V with the def2-TZVPD basis set) results for a structure of composition C5H22AgNO7V.

The geometry in ORCA input format:
```
! wB97M-V def2-TZVPD RIJCOSX def2/J DEFGRID3
* xyz 2 6
V -20.509 26.400 2.538
Ag -19.550 29.413 1.726
O -18.777 27.573 2.936
H -18.233 27.027 2.335
O -21.014 27.844 1.082
H -20.709 27.596 0.188
O -21.749 27.246 4.060
H -22.528 27.242 3.471
C -16.463 28.198 0.340
C -17.244 29.215 -0.471
C -16.891 29.304 -2.031
O -17.579 28.229 -2.722
C -17.326 28.280 -4.127
N -18.690 28.880 -0.331
H -16.703 28.170 1.403
H -15.415 28.420 0.139
H -16.627 27.178 -0.010
H -17.147 30.232 -0.091
H -15.810 29.186 -2.108
H -17.171 30.279 -2.429
H -16.252 28.181 -4.289
H -17.734 29.196 -4.555
H -17.892 27.480 -4.603
H -19.280 29.314 -1.027
H -18.747 27.904 -0.585
O -24.029 28.416 1.575
H -23.166 28.182 1.234
H -24.645 28.039 0.947
O -19.661 25.373 0.612
H -18.847 25.453 0.115
H -20.352 25.535 -0.030
C -21.578 26.180 -1.889
O -20.151 26.396 -2.108
H -21.923 25.500 -2.667
H -21.978 25.887 -0.918
H -21.995 27.123 -2.242
H -20.073 26.592 -3.044
*
```

Calculated values
E_tot = -51029.4560 eV
orbital gap (spin up / spin down) = 8.5 / 5.0 eV

(11)
DFT (ωB97M-V with the def2-TZVPD basis set) results for a cluster of 6 separate species, C5H22NO6 in total.

The geometry in ORCA input format:
```
! wB97M-V def2-TZVPD RIJCOSX def2/J DEFGRID3
* xyz 0 2
C -0.634 0.502 0.439
C 0.144 1.514 1.313
C 1.570 1.040 1.586
C -0.645 1.644 2.618
N -1.683 1.228 -0.271
C -2.288 0.455 -1.406
O -2.335 -0.869 -1.127
H 0.134 0.049 -0.196
H -0.852 -0.444 1.017
H 0.104 2.549 0.916
H 2.296 1.427 0.878
H 1.706 -0.058 1.522
H 1.921 1.180 2.605
H 0.009 2.131 3.375
H -1.605 2.153 2.439
H -0.851 0.685 3.150
H -2.225 1.609 0.502
H -3.358 0.794 -1.402
H -1.670 0.703 -2.278
H 2.123 -2.842 0.813
H 0.566 -2.581 0.811
O 1.340 -2.899 1.366
H 1.501 1.255 -1.701
H 0.208 2.107 -1.426
O 1.026 2.070 -1.937
H 1.209 -1.762 -0.757
H 2.147 -1.793 -1.922
O 2.178 -1.562 -0.985
H 0.067 -0.392 -2.685
H -0.144 -1.716 -2.045
O 0.123 -1.320 -2.947
H -0.319 -3.227 -0.784
H -1.433 -1.326 -0.973
O -0.329 -2.305 -0.507
*
```

Calculated values
E_tot = -19312.8533 eV
relative energy (zero: lowest compared OMol25 entry of this formula, charge and spin) = 89.5 kJ/mol
orbital gap (spin up / spin down) = 9.7 / 4.8 eV

(12)
DFT (ωB97M-V with the def2-TZVPD basis set) results for a structure of composition C5H22NO8.

The geometry in ORCA input format:
```
! wB97M-V def2-TZVPD RIJCOSX def2/J DEFGRID3
* xyz 1 1
O -2.855 1.997 1.075
C -2.783 0.972 0.436
C -1.572 0.760 -0.448
C -1.016 -0.653 -0.774
C 0.172 -0.570 -1.706
C 0.901 -1.883 -1.699
O 0.643 -2.785 -0.952
N -0.397 1.430 0.393
H -3.669 0.344 0.522
H -1.814 1.301 -1.376
H -0.806 -0.925 0.291
H -1.747 -1.439 -0.943
H -0.166 -0.229 -2.694
H 0.877 0.213 -1.410
H 1.761 -1.835 -2.362
H -0.617 2.292 0.908
H 0.435 1.621 -0.169
H -0.259 0.619 1.025
H -0.739 -0.077 2.877
H 0.079 -1.071 2.104
O -0.290 -0.151 2.029
H 4.303 0.749 2.052
H 4.864 0.417 0.584
O 4.105 0.636 1.119
H 1.332 -2.938 1.957
H 0.181 -2.929 0.900
O 0.387 -2.785 1.822
H -1.598 -2.969 -1.919
H -1.290 -3.172 -3.306
O -2.046 -2.902 -2.769
H 0.499 3.475 2.811
H 0.483 4.556 1.798
O 0.304 3.612 1.867
H 3.222 2.013 -0.979
H 1.998 2.569 -1.863
O 2.445 1.795 -1.496
*
```

Calculated values
E_tot = -23404.4973 eV
relative energy (zero: lowest compared OMol25 entry of this formula, charge and spin) = 320.8 kJ/mol
orbital gap = 10.8 eV

Please write out number 9 again, unchanged.
DFT (ωB97M-V with the def2-TZVPD basis set) results for a cluster of 6 separate species, C5H21O6S2 in total.

The geometry in ORCA input format:
```
! wB97M-V def2-TZVPD RIJCOSX def2/J DEFGRID3
* xyz -1 1
C 1.406 1.232 -0.236
C 0.717 2.600 -0.102
O 0.031 2.851 -1.397
C 2.351 0.808 0.893
S 1.725 0.217 2.440
S -0.234 0.297 2.439
C -0.953 -1.004 1.361
C -2.497 -0.770 1.180
H 0.652 0.502 -0.532
H 1.977 1.188 -1.174
H 1.423 3.495 0.027
H 0.044 2.673 0.691
H 2.872 0.083 0.307
H 3.167 1.524 0.918
H -0.443 -0.932 0.470
H -0.846 -2.125 1.939
H -3.116 -0.713 2.235
H -2.695 0.082 0.574
H -2.854 -1.676 0.626
H 0.310 2.277 -2.143
H -1.611 1.519 -2.853
O -2.532 1.284 -2.781
H 1.014 -2.029 -2.109
H 1.194 -1.779 -0.649
O 1.794 -1.688 -1.414
H -0.885 -3.348 0.320
H -1.413 -2.972 -1.065
O -1.662 -3.500 -0.169
H -0.284 -0.494 -2.304
H -1.190 -2.413 -2.781
O -0.607 -2.037 -2.050
H 0.331 0.553 -3.376
H -2.534 0.487 -2.235
O -0.164 0.424 -2.629
*
```

Calculated values
E_tot = -39480.7447 eV
relative energy (zero: lowest compared OMol25 entry of this formula, charge and spin) = 184.2 kJ/mol
orbital gap = 8.6 eV